{
  "formula": "C3HN3O2",
  "method": "ωB97M-V with the def2-TZVPD basis set",
  "e_homo_ev": -12.35,
  "mol_weight_g_mol": 111.06,
  "multiplicity": 1,
  "e_lumo_ev": -1.12,
  "relative_energy_ev": 4.873,
  "elements": ["N", "H", "O", "O", "C", "N", "N", "C", "C"],
  "xyz": [[2.190919, -1.220425, 0.185243], [-0.333469, 0.963290, 0.074312], [-2.327172, -0.620825, -1.252481], [-0.851629, -1.982697, -0.454412], [-0.164343, 0.172021, -0.672260], [-1.232529, -0.905162, -0.864147], [0.703415, 1.351544, -2.764317], [0.335965, 0.825459, -1.823597], [1.224564, -0.742128, -0.103938]],
  "forces_ev_per_angstrom": [[3.7, -1.8, 1.2], [-0.7, -0.8, 0.1], [0.0, 0.6, -0.4], [-0.7, 0.0, -0.6], [4.2, -2.1, 2.3], [0.6, -0.7, 1.4], [0.4, 0.5, -0.7], [-0.5, -0.1, -0.9], [-6.9, 4.3, -2.3]]
}

---

{
  "formula": "C5H15NO2",
  "method": "ωB97M-V with the def2-TZVPD basis set",
  "e_homo_ev": -9.18,
  "mol_weight_g_mol": 121.18,
  "multiplicity": 1,
  "e_lumo_ev": 0.62,
  "relative_energy_ev": 0.862,
  "elements": ["O", "C", "H", "N", "H", "H", "H", "O", "H", "H", "H", "H", "H", "H", "H", "H", "C", "C", "H", "C", "C", "H", "H"],
  "xyz": [[-3.116448, -0.059653, -1.438059], [-0.903270, 0.620522, 1.020498], [1.448004, 2.292648, -0.963195], [0.551554, -0.280057, -0.668496], [-0.867032, -1.878134, -0.832032], [-2.471288, 0.217106, -0.756694], [-0.199016, -1.303020, 1.948240], [3.358874, -0.806654, 0.233392], [3.214257, -0.858275, 1.170335], [2.431432, -0.695791, -0.120758], [0.781490, 2.853247, 0.579480], [-0.539584, 0.987045, 1.976799], [-1.897830, 1.042696, 0.948954], [-1.869452, -1.273747, 1.282865], [0.602646, -2.218233, 0.067757], [2.034623, 1.556773, 0.536888], [-0.843794, -0.936297, 1.149764], [1.178104, 1.987593, 0.044905], [-0.599282, 1.490250, -0.921175], [-0.154266, -1.453798, -0.123108], [0.006429, 0.977228, -0.157443], [-3.873031, -0.349416, -0.925041], [0.548602, -0.316970, -1.675200]],
  "forces_ev_per_angstrom": [[0.6, 0.2, 0.5], [1.3, -0.8, 1.0], [0.4, 0.2, 0.1], [0.0, -0.5, 0.1], [-0.1, 0.1, -0.1], [-0.5, -0.2, -0.6], [-0.4, 0.5, 0.5], [-1.0, 0.1, -0.9], [0.1, -0.1, 0.7], [0.9, 0.1, 0.2], [0.3, 0.1, 0.0], [0.3, 0.5, 0.0], [-0.3, -0.2, -0.3], [0.2, -0.6, 0.0], [-0.3, -0.1, 0.2], [0.2, -0.1, 0.3], [0.0, 0.2, -0.6], [-1.5, -0.3, -0.1], [-0.2, -0.3, 0.0], [-0.2, 0.3, -0.4], [0.5, 1.0, -0.5], [-0.2, -0.1, 0.0], [0.1, 0.1, -0.2]]
}

---

{
  "formula": "C10H10N5",
  "method": "ωB97M-V with the def2-TZVPD basis set",
  "e_homo_ev": [-10.80, -13.00],
  "charge": 1,
  "s2": 2.06,
  "mol_weight_g_mol": 200.22,
  "multiplicity": 3,
  "e_lumo_ev": [-3.86, -7.45],
  "elements": ["H", "C", "N", "H", "H", "C", "C", "C", "C", "H", "H", "N", "H", "H", "N", "C", "H", "C", "H", "C", "N", "N", "C", "C", "H"],
  "xyz": [[2.024717, 2.666324, -0.827051], [0.377398, 1.761628, -1.634788], [0.333369, 0.924515, -0.601364], [0.726877, 1.196447, 2.688183], [1.134801, -1.243324, 3.431502], [-0.753545, -2.415820, 0.375398], [-0.541452, -0.080217, -0.638965], [0.534815, -1.523267, 2.639183], [-0.026374, -2.796928, 2.677489], [-0.817292, 1.420971, 1.604105], [-1.451294, 0.640546, -2.339196], [0.280916, 2.870493, -3.474450], [-1.905732, -0.881451, -1.918697], [-0.606364, -4.296667, 1.489358], [-0.230194, 1.864413, -2.797847], [-0.525581, -3.247524, 1.456245], [-0.977055, -2.892774, -0.481688], [1.190377, 3.431542, -2.772579], [0.138376, -3.522893, 3.401305], [-0.035157, 0.772386, 1.971021], [-1.398920, -0.098840, -1.661536], [1.375718, 2.740497, -1.606726], [-0.582241, -1.018513, 0.466845], [0.041864, -0.593687, 1.703773], [1.691975, 4.322145, -3.149520]],
  "forces_ev_per_angstrom": [[0.2, 0.9, -0.5], [2.6, 0.3, 2.0], [0.8, 1.8, -1.2], [-1.3, -0.3, -0.7], [1.0, 1.1, 1.6], [0.4, 1.3, 2.1], [-2.5, -0.9, -0.7], [-2.0, -1.1, 0.0], [1.2, 2.0, -2.7], [0.2, -0.1, -0.2], [0.5, 0.4, -0.4], [-2.5, -1.0, -1.5], [-1.4, -1.9, 0.1], [-0.7, -1.1, -1.0], [-1.5, -0.3, -1.7], [-0.4, 0.7, 0.9], [-0.9, -1.3, -3.1], [2.9, 0.8, 2.2], [0.5, -0.8, 1.5], [2.0, 0.5, 2.1], [0.9, -0.1, 1.2], [-0.8, 0.0, -0.2], [1.2, -1.6, 0.9], [-0.7, 1.0, -1.2], [0.2, -0.4, 0.6]]
}

---

{
  "formula": "C11H20NO4P",
  "method": "ωB97M-V with the def2-TZVPD basis set",
  "e_homo_ev": -10.17,
  "mol_weight_g_mol": 261.26,
  "multiplicity": 1,
  "e_lumo_ev": 0.56,
  "relative_energy_ev": 0.000,
  "elements": ["C", "H", "C", "C", "H", "C", "H", "C", "N", "H", "O", "C", "H", "H", "H", "H", "H", "H", "H", "C", "O", "O", "H", "H", "H", "P", "H", "C", "H", "H", "H", "C", "O", "H", "H", "C", "C"],
  "xyz": [[3.165528, 0.565944, -0.790342], [1.237889, -4.122445, -0.357968], [0.985738, -3.131580, -0.777043], [-0.534962, -2.955911, -0.812643], [2.825568, -2.272966, -0.080169], [-1.286808, -4.109123, -1.287110], [0.438887, 3.929113, 1.478389], [-1.154484, 3.830925, -0.514383], [-1.951672, -4.985033, -1.660839], [-3.416073, -0.956863, 2.126935], [0.635788, 0.558356, 0.125892], [-0.784229, 2.616979, 0.283309], [-0.020571, 1.752503, -1.531536], [1.320185, -3.206857, -1.833954], [3.515978, 0.743515, 0.225602], [-1.977273, 4.432375, -0.038511], [-2.569589, -2.512724, 2.576682], [0.155720, 2.328751, 2.219017], [-0.278709, 4.477809, -0.666682], [1.794131, -2.016322, -0.047339], [-2.558269, -1.169890, -0.247503], [1.205690, -0.476794, -2.151696], [1.241241, 2.487173, -0.580772], [-1.662118, 1.953522, 0.427809], [3.010358, 1.520811, -1.324869], [1.635302, -0.341207, -0.765348], [1.518754, -1.945606, 1.021587], [0.331860, 1.850678, -0.510200], [-1.461548, 3.569965, -1.479559], [3.842644, -0.065168, -1.330328], [-1.702582, -0.971592, 2.658460], [-0.285651, 3.130236, 1.643966], [-0.953817, -2.651273, 0.497320], [-1.130406, 3.561574, 2.228420], [-0.670751, -2.088215, -1.499094], [-1.999989, -1.794282, 0.679619], [-2.461759, -1.536378, 2.094886]],
  "forces_ev_per_angstrom": [[0.0, 0.3, 0.9], [0.0, 0.5, 0.2], [0.7, -0.7, -0.6], [1.0, 1.6, -0.7], [1.0, -0.2, -0.1], [-1.1, -1.5, -0.9], [0.1, -0.1, 0.1], [-0.3, 1.3, 0.7], [1.1, 1.2, 0.6], [0.9, -0.7, -0.4], [0.1, 0.4, -0.3], [0.9, -0.6, 0.6], [0.0, -0.7, -0.1], [-0.2, 0.3, 0.6], [0.3, 0.2, 0.0], [0.9, -0.6, -0.3], [-0.1, 0.2, 0.2], [0.2, -0.1, 0.3], [-0.2, 0.0, 0.3], [-1.6, 0.5, 1.0], [1.9, -2.2, 2.0], [-0.8, -0.3, -1.6], [-0.4, -0.4, 0.4], [0.5, 0.2, -0.2], [0.1, -0.6, 0.2], [-0.4, 0.2, -0.4], [0.1, -0.3, -0.4], [-0.7, 0.8, 0.9], [-0.8, -0.4, -1.6], [0.6, -0.1, -0.3], [-0.1, -0.2, -0.3], [-0.8, -0.1, 0.0], [-1.1, 0.6, 1.5], [0.5, -0.3, -0.4], [-0.5, -0.5, 0.5], [-1.9, 2.8, -2.7], [0.3, -0.4, 0.3]]
}

---

Number 1: E -11686.56609 eV. Number 2: E -11013.08424 eV. Number 3: E -17971.84927 eV. Number 4: E -30701.53876 eV.